Molecular formula: C15H17NO2S
Method: DFT, ωB97M-V/def2-TZVPD

Output
* lowest unoccupied orbital energy: 0.02242 Eh
* Kohn-Sham gap: 9.31 eV
* E_HOMO: -8.70 eV
* energy above the lowest of the compared OMol25 structures with the same formula, charge and spin: 10.859 eV

Last column: Löwdin charge in e.
Geometry (Å):
1 C 2.59462 -2.83020 -4.69013  0.0204
2 H 3.23223 -2.00981 -4.65471  0.0568
3 O 2.30470 -3.47169 -3.33783  -0.0019
4 C 1.98209 -2.70711 -2.42732  -0.5840
5 C 1.77607 -3.36367 -1.37612  -0.0206
6 C 1.62234 -2.70155 -0.14594  0.0360
7 C 1.47263 -1.28830 -0.20182  -0.2498
8 C 1.30180 -0.79602 -1.34930  -0.0653
9 C 1.70954 -1.48253 -2.50637  0.0017
10 H 1.80695 -0.79225 -3.41852  0.1533
11 H 1.24467 0.19486 -1.24775  0.0807
12 C 0.86185 -0.80048 1.14810  -0.1311
13 N -0.49399 0.11041 0.80660  0.1249
14 C -1.44097 -0.23694 1.83072  -0.5883
15 O -1.59370 -1.08974 2.57064  0.1509
16 C -2.54977 0.65087 1.33747  -0.1322
17 C -2.32068 2.15663 0.86455  -0.6613
18 C -2.14139 2.57086 -0.33202  -0.1780
19 C -1.92515 3.86490 -0.18422  -0.2514
20 C -1.49899 4.37637 0.99996  -0.3145
21 S -1.97903 3.13011 2.10620  1.0904
22 H -1.10939 5.28794 1.29306  0.0431
23 H -1.62998 4.41141 -1.09718  0.1224
24 H -2.26563 1.96929 -1.12507  0.1059
25 H -3.56229 0.41517 2.29291  0.2064
26 H -3.24884 0.15821 0.59386  0.1138
27 H -0.45434 0.85787 0.11356  0.1090
28 C 1.92034 0.30587 1.69508  -0.0173
29 H 1.80744 0.91004 2.43366  -0.0297
30 H 2.14434 1.20753 0.77742  0.1564
31 H 2.86396 -0.19765 1.80023  0.0567
32 H 0.65068 -1.40314 1.89574  0.0539
33 H 1.46628 -3.26137 0.92769  0.1711
34 H 2.12179 -4.42731 -1.29506  0.1568
35 H 1.62130 -2.45774 -5.15772  0.1114
36 H 2.87106 -3.76548 -5.22667  0.1034

Molecular formula: C15H17NO4
Method: DFT, ωB97M-V/def2-TZVPD

Output
* lowest unoccupied orbital energy: 0.02092 Eh
* SMILES: C[C@@H]1C[C@@]2(C[C@@H](CNc3ccccc3)OC2=O)C(=O)O1
* Kohn-Sham gap: 8.52 eV
* E_HOMO: -7.95 eV
* energy above the lowest of the compared OMol25 structures with the same formula, charge and spin: 1.722 eV

Last column: Löwdin charge in e.
Geometry (Å):
1 C 2.64354 -4.03727 2.93182  -0.0266
2 C 1.52799 -3.94476 1.89249  -0.3266
3 C 1.80772 -2.90107 0.80558  -0.0441
4 C 0.87251 -1.72382 1.13664  -0.2271
5 C 0.25730 -1.02785 -0.11770  0.0093
6 C 0.36928 0.54052 0.17030  -0.2287
7 C -0.98715 1.16664 0.42325  -0.1125
8 N -1.70903 1.30268 -0.86811  0.0268
9 C -1.71888 2.40068 -1.69805  -0.2719
10 C -2.73270 2.47082 -2.66345  -0.0349
11 C -2.73668 3.56772 -3.52312  -0.1114
12 C -1.80416 4.56680 -3.43748  -0.1276
13 C -0.75925 4.52727 -2.49703  -0.0755
14 C -0.72795 3.41587 -1.63376  -0.0315
15 O 1.16532 0.66168 1.35175  0.1049
16 C 1.44956 -0.52756 1.85284  -0.3802
17 O 2.25054 -0.70155 2.79947  0.0986
18 C -0.12839 -2.41695 2.09940  -0.3831
19 O -1.19824 -1.87870 2.35227  0.1242
20 O 0.23062 -3.65070 2.43324  0.1076
21 H 2.54784 -3.15068 3.54267  0.0732
22 H 3.64946 -4.06414 2.52193  0.0870
23 H 2.46834 -4.94490 3.54676  0.0926
24 H 1.51451 -4.95351 1.43551  0.1500
25 H 2.86348 -2.54720 0.75367  0.1471
26 H 1.56711 -3.34725 -0.16949  0.1288
27 H 0.81483 -1.22921 -1.01159  0.1160
28 H -0.76370 -1.30498 -0.24715  0.1124
29 H 0.83779 1.07012 -0.60782  0.1299
30 H -0.83914 2.11816 0.93322  0.1292
31 H -1.60879 0.56774 1.07663  0.1244
32 H -2.47214 0.68555 -1.03271  0.1161
33 H -3.46008 1.66976 -2.76793  0.1078
34 H -3.51813 3.62009 -4.26676  0.1002
35 H -1.79089 5.40773 -4.14295  0.1011
36 H 0.03967 5.25945 -2.45995  0.0999
37 H 0.07790 3.33282 -0.91445  0.0943

Molecular formula: C15H17NS2Zn
Method: DFT, ωB97M-V/def2-TZVPD

Output
* lowest unoccupied orbital energy: 0.00477 Eh
* Kohn-Sham gap: 8.24 eV
* E_HOMO: -8.11 eV
* energy above the lowest of the compared OMol25 structures with the same formula, charge and spin: 0.000 eV

Last column: Löwdin charge in e.
Geometry (Å):
1 C 1.14446 2.75896 0.80154  -0.2816
2 C -0.57811 1.76747 -2.15959  -0.1090
3 C 1.93187 1.56063 0.38298  -0.3597
4 H 1.81313 3.63270 0.88674  0.1089
5 C 0.17708 0.68899 -2.40341  -0.1265
6 H -1.65227 1.76302 -2.40855  0.1025
7 H 2.83948 1.55127 1.00692  0.0445
8 H -0.27753 -0.18906 -2.87674  0.0954
9 C 2.37537 1.43135 -1.04422  -0.2538
10 H 3.37789 0.97173 -0.97403  0.1044
11 H 2.54943 2.42055 -1.50015  0.1046
12 C -0.08739 3.23663 -0.01347  -0.1825
13 H -0.17650 4.32762 0.13733  0.1065
14 H -0.99192 2.78164 0.41189  0.1075
15 C -0.08698 3.05454 -1.54535  -0.2104
16 H 0.91632 3.27390 -1.92324  0.0961
17 H -0.74277 3.84435 -1.95630  0.1082
18 C 1.64143 0.53624 -2.09213  -0.1976
19 H 2.17820 0.72590 -3.04478  0.1154
20 H 1.85473 -0.51634 -1.83572  0.0983
21 Zn 1.28443 0.15723 1.83275  0.7234
22 H 0.78574 2.54411 1.83683  0.0785
23 S 0.62838 -0.29277 4.12913  0.5673
24 C -0.41387 -1.23342 3.17620  -1.1581
25 N -0.22442 -1.32025 1.82962  -0.0980
26 C -1.02486 -2.28605 1.21978  -0.2928
27 C -0.92727 -2.77220 -0.10171  -0.0128
28 C -1.67926 -3.90193 -0.46085  -0.0833
29 C -2.46539 -4.58164 0.48907  -0.0892
30 C -2.55822 -4.10886 1.80620  -0.0964
31 C -1.86664 -2.95509 2.15227  -0.4608
32 S -1.71301 -2.23738 3.75353  1.0302
33 H -0.25019 -2.25702 -0.79899  0.1068
34 H -1.65316 -4.26287 -1.49438  0.1048
35 H -2.99240 -5.49295 0.20825  0.1018
36 H -3.13581 -4.62099 2.57258  0.1074

Molecular formula: C15H18B2N10V
Method: DFT, ωB97M-V/def2-TZVPD

Output
* lowest unoccupied orbital energy (alpha / beta): -0.50013 / -0.49608 Eh
* net charge: +3
* Kohn-Sham gap (alpha / beta): 4.25 / 4.40 eV
* E_HOMO (alpha / beta): -17.86 / -17.89 eV

Last column: Löwdin charge in e.
Geometry (Å):
1 V -0.10950 -0.10960 0.71840  1.2179
2 C 3.79230 -0.16280 -0.62680  0.0617
3 C 2.49980 -0.63840 -0.76770  -0.0306
4 N 1.71640 -0.07440 0.16470  -0.0952
5 N 2.47560 0.77970 0.89000  0.0129
6 C 3.73010 0.73890 0.43920  0.0596
7 B 1.78720 1.78720 1.83590  -0.4224
8 N 0.97580 0.97580 2.89070  0.0293
9 C 0.99910 0.99910 4.21790  0.0836
10 C 0.06440 0.06440 4.70200  0.0755
11 C -0.49680 -0.49690 3.57770  -0.0037
12 N 0.06540 0.06530 2.48740  -0.0959
13 N 0.77970 2.47550 0.89000  0.0129
14 C 0.73900 3.73010 0.43910  0.0599
15 C -0.16290 3.79200 -0.62690  0.0615
16 C -0.63820 2.49990 -0.76750  -0.0312
17 N -0.07440 1.71640 0.16460  -0.0951
18 H 4.66410 -0.43270 -1.19080  0.1390
19 H 2.12130 -1.33890 -1.49360  0.1481
20 H 4.52220 1.31860 0.87900  0.1644
21 H 2.53220 2.53220 2.34340  0.1462
22 H 1.64750 1.64770 4.78350  0.1714
23 H -0.16200 -0.16200 5.72680  0.1447
24 H -1.26000 -1.26010 3.49800  0.1564
25 H 1.31860 4.52210 0.87890  0.1643
26 H -0.43270 4.66410 -1.19090  0.1391
27 H -1.33900 2.12120 -1.49370  0.1484
28 B -2.31910 -2.31920 -0.93140  -0.3996
29 N -2.70550 -0.93470 -0.47870  -0.0015
30 C -3.94370 -0.43750 -0.57430  0.0542
31 C -4.03920 0.69030 0.23630  0.0617
32 C -2.77290 0.84440 0.78110  -0.0904
33 N -1.96350 -0.13160 0.32710  -0.0887
34 N -0.93460 -2.70550 -0.47900  -0.0012
35 C -0.43740 -3.94390 -0.57420  0.0544
36 C 0.69010 -4.03860 0.23630  0.0609
37 C 0.84410 -2.77330 0.78070  -0.0913
38 N -0.13140 -1.96370 0.32730  -0.0885
39 H -3.11950 -3.11950 -0.52890  0.1077
40 H -2.45690 -2.45700 -2.11190  0.1081
41 H -4.69830 -0.88970 -1.19000  0.1701
42 H -4.89710 1.31230 0.39780  0.1383
43 H -2.43120 1.61350 1.45850  0.1367
44 H -0.88970 -4.69840 -1.19000  0.1701
45 H 1.31250 -4.89730 0.39780  0.1389
46 H 1.61380 -2.43120 1.45850  0.1372

Molecular formula: C15H18BrIN3O3S
Method: DFT, ωB97M-V/def2-TZVPD

Output
* lowest unoccupied orbital energy: -0.18424 Eh
* SMILES: CC[C@@H](I)c1c(OC#N)c(CCCCOC)c(S)c(Br)[n+]1N=C=O
* net charge: +1
* Kohn-Sham gap: 6.92 eV
* E_HOMO: -11.93 eV

Last column: Löwdin charge in e.
Geometry (Å):
1 C 1.33221 -2.18842 1.54345  -0.1154
2 C 2.14285 -2.94385 0.34317  -0.2494
3 C 3.20891 -1.94248 -0.41461  -0.6720
4 I 3.65341 -2.58690 -2.45127  0.8864
5 C 2.55761 -0.45133 -0.33179  -0.0438
6 C 1.19723 -0.15227 -1.11825  -0.0774
7 O 0.58475 -1.18015 -1.91465  -0.0397
8 C -0.61755 -1.67662 -1.32798  -0.1790
9 N -1.48222 -2.32597 -0.74159  0.2378
10 C 0.62344 1.32636 -0.93886  -0.0247
11 C -0.78544 1.74538 -1.65112  -0.1381
12 C -1.95020 1.24386 -0.59722  -0.1881
13 C -3.26106 0.65376 -1.32863  -0.1572
14 C -4.07271 -0.46022 -0.48111  -0.2339
15 O -3.61666 -0.64786 0.88289  -0.2580
16 C -4.33982 0.18322 1.83256  -0.1109
17 C 1.36802 2.41055 -0.06919  -0.4457
18 S 0.74324 4.15471 0.16030  0.7242
19 C 2.71178 1.95019 0.64521  -0.4635
20 Br 3.66889 3.28015 1.74644  0.7826
21 N 3.23501 0.56347 0.50457  -0.1032
22 N 4.40694 0.30264 1.23286  0.0721
23 C 5.45286 0.52440 0.45099  -0.0670
24 O 6.27237 0.94842 -0.40327  0.1815
25 H 0.84138 -2.94816 2.28032  0.1019
26 H 2.05114 -1.54155 2.19173  0.0854
27 H 0.44837 -1.54448 1.15065  0.0627
28 H 1.35495 -3.28714 -0.41938  0.0877
29 H 2.67958 -3.83761 0.85231  0.1294
30 H 4.18231 -2.02813 0.20171  0.0829
31 H -0.90031 1.27267 -2.69283  0.1255
32 H -0.89374 2.89886 -1.74554  0.1002
33 H -2.21530 2.16288 0.07144  0.1244
34 H -1.45354 0.48281 0.11779  0.0992
35 H -2.91612 0.16324 -2.32597  0.1126
36 H -3.98044 1.52816 -1.53465  0.1184
37 H -5.18973 -0.19939 -0.54357  0.1218
38 H -3.93271 -1.47748 -1.02901  0.1147
39 H -5.30154 0.66226 1.42581  0.0975
40 H -3.61260 1.03709 2.14775  0.0931
41 H -4.61111 -0.43847 2.78155  0.1079
42 H 0.41558 4.36341 1.49702  -0.0828

Molecular formula: C15H18BrO4
Method: DFT, ωB97M-V/def2-TZVPD

Output
* lowest unoccupied orbital energy: 0.10384 Eh
* net charge: -1
* Kohn-Sham gap: 6.24 eV
* E_HOMO: -3.41 eV

Last column: Löwdin charge in e.
Geometry (Å):
1 C -3.35122 -1.27694 -1.18687  -0.1874
2 C -1.92008 -1.32857 -0.58559  -0.1051
3 C -1.02238 -0.13648 -1.05806  -0.5649
4 O -0.34473 -0.18616 -2.09136  -0.0635
5 C -1.78496 1.13900 -0.61108  -0.1018
6 C -3.21415 1.22415 -1.22179  -0.1881
7 O -3.98420 0.01461 -1.15515  -0.1700
8 H -3.38376 -1.69373 -2.21296  0.1146
9 H -4.04739 -1.89419 -0.61516  0.1036
10 H -1.99820 -1.35313 0.52218  0.1067
11 H -1.43761 -2.25305 -0.91361  0.1137
12 H -1.85210 1.18870 0.49734  0.1177
13 H -1.20718 1.99954 -0.96110  0.1175
14 H -3.83735 1.93460 -0.67214  0.1041
15 H -3.19314 1.60655 -2.26150  0.1144
16 C 0.93513 4.25605 1.94865  -0.0861
17 C 1.52120 3.19885 1.06249  -0.2747
18 O 0.73844 2.03763 1.27506  -0.0038
19 C 1.16203 1.09507 0.41565  -0.4510
20 C 0.36540 -0.18109 0.28472  -0.0962
21 C 1.28428 -1.34919 0.29300  -0.1757
22 C 2.51952 -1.34123 -0.43714  -0.0047
23 C 3.22307 -2.52809 -0.62890  -0.1368
24 C 2.70288 -3.73386 -0.13313  -0.7366
25 Br 3.64055 -5.33693 -0.36726  0.6727
26 C 1.51520 -3.74768 0.65297  -0.1416
27 C 0.82141 -2.55009 0.89122  -0.0523
28 O 2.16288 1.35464 -0.26189  0.0160
29 H 1.58282 5.14067 1.95773  0.0720
30 H -0.06029 4.54194 1.58706  0.0747
31 H 0.79931 3.91352 2.98260  0.0759
32 H 1.49072 3.51399 0.02186  0.1266
33 H 2.54521 2.99362 1.35886  0.1211
34 H -0.41981 -0.19959 1.05651  0.1010
35 H 2.88113 -0.38836 -0.86915  0.1087
36 H 4.13769 -2.50874 -1.18023  0.0825
37 H 1.14253 -4.65629 1.11811  0.0838
38 H -0.11287 -2.50974 1.49806  0.1131

Repeat the second record exactly.
Molecular formula: C15H17NO4
Method: DFT, ωB97M-V/def2-TZVPD

Output
* lowest unoccupied orbital energy: 0.02092 Eh
* SMILES: C[C@@H]1C[C@@]2(C[C@@H](CNc3ccccc3)OC2=O)C(=O)O1
* Kohn-Sham gap: 8.52 eV
* E_HOMO: -7.95 eV
* energy above the lowest of the compared OMol25 structures with the same formula, charge and spin: 1.722 eV

Last column: Löwdin charge in e.
Geometry (Å):
1 C 2.64354 -4.03727 2.93182  -0.0266
2 C 1.52799 -3.94476 1.89249  -0.3266
3 C 1.80772 -2.90107 0.80558  -0.0441
4 C 0.87251 -1.72382 1.13664  -0.2271
5 C 0.25730 -1.02785 -0.11770  0.0093
6 C 0.36928 0.54052 0.17030  -0.2287
7 C -0.98715 1.16664 0.42325  -0.1125
8 N -1.70903 1.30268 -0.86811  0.0268
9 C -1.71888 2.40068 -1.69805  -0.2719
10 C -2.73270 2.47082 -2.66345  -0.0349
11 C -2.73668 3.56772 -3.52312  -0.1114
12 C -1.80416 4.56680 -3.43748  -0.1276
13 C -0.75925 4.52727 -2.49703  -0.0755
14 C -0.72795 3.41587 -1.63376  -0.0315
15 O 1.16532 0.66168 1.35175  0.1049
16 C 1.44956 -0.52756 1.85284  -0.3802
17 O 2.25054 -0.70155 2.79947  0.0986
18 C -0.12839 -2.41695 2.09940  -0.3831
19 O -1.19824 -1.87870 2.35227  0.1242
20 O 0.23062 -3.65070 2.43324  0.1076
21 H 2.54784 -3.15068 3.54267  0.0732
22 H 3.64946 -4.06414 2.52193  0.0870
23 H 2.46834 -4.94490 3.54676  0.0926
24 H 1.51451 -4.95351 1.43551  0.1500
25 H 2.86348 -2.54720 0.75367  0.1471
26 H 1.56711 -3.34725 -0.16949  0.1288
27 H 0.81483 -1.22921 -1.01159  0.1160
28 H -0.76370 -1.30498 -0.24715  0.1124
29 H 0.83779 1.07012 -0.60782  0.1299
30 H -0.83914 2.11816 0.93322  0.1292
31 H -1.60879 0.56774 1.07663  0.1244
32 H -2.47214 0.68555 -1.03271  0.1161
33 H -3.46008 1.66976 -2.76793  0.1078
34 H -3.51813 3.62009 -4.26676  0.1002
35 H -1.79089 5.40773 -4.14295  0.1011
36 H 0.03967 5.25945 -2.45995  0.0999
37 H 0.07790 3.33282 -0.91445  0.0943